No. 1
ORCA calculation (ωB97M-V/def2-TZVPD) on 4 unconnected molecules or ions with the total composition C15H28ClN4S in a non-equilibrium geometry.

Results
Highest occupied orbital energy, eV: -1.7
Orbital gap, eV: 3.6709
Net charge: -1
Energy, a.u.: -1665.6416
LUMO, eV: 1.937

Geometry (Å):
C -1.22 -1.58 5.50
C -2.52 -1.36 4.53
Cl -2.71 -2.73 3.29
C -2.52 0.15 3.87
N -2.04 0.17 2.44
S -0.46 0.98 2.31
H -0.31 -0.90 5.15
H -1.57 -1.30 6.61
H -0.93 -2.73 5.49
H -3.47 -1.41 5.23
H -3.65 0.52 3.87
H -1.92 0.84 4.61
H 0.16 0.28 1.23
C -0.93 -1.08 -1.69
C -0.09 -0.82 -2.93
C 1.38 -0.54 -2.61
C 1.56 0.73 -1.88
N 1.70 1.72 -1.30
H -0.98 -0.19 -1.04
H -1.96 -1.33 -1.98
H -0.53 -1.91 -1.10
H -0.52 0.01 -3.50
H -0.14 -1.71 -3.57
H 1.94 -0.48 -3.55
H 1.81 -1.36 -2.03
C -0.87 -3.23 -7.82
C 0.41 -3.20 -7.01
C 0.43 -4.22 -5.87
C -0.57 -3.93 -4.84
N -1.36 -3.70 -4.02
H -1.74 -2.96 -7.21
H -0.81 -2.52 -8.65
H -1.05 -4.23 -8.24
H 0.56 -2.19 -6.61
H 1.25 -3.41 -7.68
H 1.43 -4.22 -5.41
H 0.27 -5.23 -6.27
C 1.78 6.34 4.27
C 2.50 5.02 3.98
C 1.61 3.80 4.18
C 1.23 3.61 5.59
N 0.93 3.47 6.70
H 1.49 6.41 5.32
H 2.45 7.18 4.05
H 0.89 6.44 3.65
H 3.39 4.95 4.60
H 2.84 5.04 2.93
H 2.15 2.91 3.84
H 0.71 3.88 3.56

No. 2
ORCA calculation (ωB97M-V/def2-TZVPD) on C15H28N2O2 in the gas phase.

Results
Highest occupied orbital energy, eV: -8.6
SMILES: O=C(CCC1CCCC1)NCCCN1CCOCC1
Orbital gap, eV: 9.2857
Energy, a.u.: -848.3581
LUMO, eV: 0.727

Geometry (Å):
O -0.31 -0.73 2.01
C -0.23 -0.23 0.90
N 0.08 -0.94 -0.20
H 0.27 -0.46 -1.07
C 0.44 -2.34 -0.15
C 1.91 -2.59 -0.46
C 2.83 -1.81 0.48
N 2.94 -0.41 0.08
C 3.96 -0.22 -0.94
C 3.95 1.25 -1.38
O 4.21 2.11 -0.30
C 3.26 1.92 0.71
C 3.23 0.47 1.20
H 2.44 0.35 1.95
H 4.20 0.23 1.67
H 3.53 2.59 1.53
H 2.26 2.19 0.34
H 4.74 1.43 -2.12
H 2.97 1.49 -1.82
H 3.74 -0.86 -1.80
H 4.96 -0.48 -0.57
H 2.40 -1.84 1.49
H 3.82 -2.29 0.53
H 2.11 -3.66 -0.35
H 2.12 -2.31 -1.49
H -0.19 -2.90 -0.86
H 0.20 -2.68 0.86
C -0.54 1.23 0.65
C -2.04 1.52 0.82
C -2.92 0.91 -0.27
C -4.33 1.52 -0.26
H -4.38 2.44 -0.84
C -5.22 0.42 -0.82
H -6.28 0.58 -0.60
H -5.09 0.34 -1.90
C -4.67 -0.83 -0.13
H -5.04 -0.87 0.90
H -4.95 -1.75 -0.63
C -3.15 -0.61 -0.13
H -2.69 -1.14 -0.96
H -2.70 -0.99 0.79
H -4.63 1.75 0.76
H -2.46 1.12 -1.24
H -2.36 1.15 1.80
H -2.18 2.61 0.81
H -0.22 1.53 -0.35
H 0.01 1.81 1.39

No. 3
ORCA calculation (ωB97M-V/def2-TZVPD) on a molecular structure, C15H28N6O8P2STi in a non-equilibrium geometry.

Results
Multiplicity: 2
Highest occupied orbital energy (alpha / beta), eV: -9.1 / -11.2
Orbital gap (alpha / beta), eV: 5.3741 / 7.4152
Net charge: +1
Energy, a.u.: -3449.3306
LUMO (alpha / beta), eV: -3.756 / -3.758

Geometry (Å):
Ti 0.92 0.91 -0.31
O 4.39 1.34 -1.13
P 3.37 0.38 -1.97
O 4.04 -0.61 -2.79
O 2.31 -0.04 -0.96
O 2.65 1.53 -2.90
P 1.57 2.55 -2.31
O 2.17 2.78 -0.75
O 1.50 3.84 -2.99
O 0.30 1.77 -2.04
H 5.29 1.11 -1.37
H 3.14 2.79 -0.77
C 1.08 5.44 1.08
N 0.52 4.11 1.18
C -0.15 3.48 0.20
N -0.57 4.20 -0.87
O -0.50 2.29 0.37
H 1.77 5.60 1.90
H 0.29 6.19 1.13
H 1.63 5.56 0.14
H 0.80 3.52 1.96
H -0.03 5.01 -1.13
H -0.84 3.64 -1.67
C 1.58 0.85 1.67
H 0.90 1.24 2.45
H 2.52 1.41 1.76
H 1.82 -0.19 1.94
S -1.11 -5.10 -0.22
C -0.83 -3.35 -0.27
C -0.39 -2.72 -1.44
C -0.10 -1.38 -1.42
N -0.19 -0.61 -0.28
C -0.74 -1.22 0.81
C -1.07 -2.55 0.86
C 0.50 -5.56 0.48
C 0.71 -5.51 1.84
C 1.96 -5.88 2.32
N 2.94 -6.27 1.54
C 2.74 -6.32 0.24
C 1.53 -5.97 -0.36
H -0.29 -3.29 -2.35
H 0.23 -0.87 -2.32
H -0.88 -0.58 1.68
H -1.50 -2.98 1.75
H -0.08 -5.21 2.52
H 2.17 -5.87 3.38
H 3.57 -6.65 -0.36
H 1.40 -6.02 -1.42
N -5.34 1.06 1.31
C -4.61 0.55 0.11
C -3.32 1.35 -0.14
N -2.68 0.78 -1.30
H -6.23 0.57 1.45
H -5.52 2.07 1.19
H -4.75 0.94 2.14
H -5.26 0.63 -0.77
H -4.36 -0.50 0.24
H -2.63 1.23 0.70
H -3.57 2.42 -0.24
H -1.68 0.98 -1.32
H -3.08 1.11 -2.17

No. 4
ORCA calculation (ωB97M-V/def2-TZVPD) on 3 unconnected molecules or ions with the total composition C15H28O10P in a non-equilibrium geometry.

Results
Highest occupied orbital energy, eV: -4.2
Orbital gap, eV: 6.4958
Net charge: -1
Energy, a.u.: -1682.0930
LUMO, eV: 2.320

Geometry (Å):
O 4.65 -1.45 1.10
C 4.41 -0.61 0.34
O 3.49 0.31 0.53
C 2.47 0.23 -0.53
C 1.07 0.39 0.04
C 0.36 1.65 -0.44
C -0.96 1.78 0.33
P -2.37 0.76 -0.47
O -2.14 -0.50 0.79
C -3.20 -1.40 0.60
C -3.25 -1.55 -0.93
O -3.54 -0.26 -1.36
H 5.00 -0.53 -0.58
H 2.56 -0.75 -0.99
H 2.69 0.95 -1.31
H 0.50 -0.49 -0.21
H 1.11 0.44 1.11
H 0.19 1.64 -1.51
H 0.97 2.50 -0.15
H -0.78 1.46 1.34
H -1.24 2.83 0.31
H -1.38 0.21 -1.38
H -2.75 1.85 -1.35
H -3.37 1.31 0.43
H -3.17 -2.31 1.19
H -4.13 -0.86 0.82
H -2.21 -1.83 -1.16
H -3.85 -2.37 -1.33
C -7.30 3.58 -3.86
C -5.85 3.95 -4.02
C -4.89 2.79 -3.89
O -3.72 3.42 -3.36
C -4.11 4.53 -2.69
O -3.41 5.17 -1.98
O -5.42 4.81 -2.95
H -7.52 3.30 -2.83
H -7.94 4.43 -4.11
H -7.56 2.75 -4.52
H -5.69 4.49 -4.96
H -4.67 2.32 -4.84
H -5.22 2.03 -3.18
C 5.87 -2.32 3.73
C 6.59 -3.54 4.24
C 6.84 -4.60 3.20
O 6.84 -5.81 3.98
C 6.09 -5.58 5.08
O 5.73 -6.43 5.84
O 5.80 -4.26 5.20
H 4.83 -2.56 3.49
H 5.85 -1.54 4.49
H 6.35 -1.93 2.84
H 7.52 -3.25 4.74
H 7.79 -4.48 2.69
H 6.04 -4.66 2.46

No. 5
ORCA calculation (ωB97M-V/def2-TZVPD) on 2 unconnected molecules or ions with the total composition C15H29BNO in a non-equilibrium geometry.

Results
Highest occupied orbital energy, eV: -11.0
Orbital gap, eV: 6.5679
Net charge: +1
Energy, a.u.: -743.5106
LUMO, eV: -4.403

Geometry (Å):
C -3.82 -3.71 3.22
O -2.59 -3.33 3.83
C -2.73 -2.07 4.51
C -1.37 -1.37 4.69
C -1.39 -0.19 5.44
C -0.21 0.45 5.81
C 1.03 -0.06 5.40
C 2.27 0.68 5.83
C 1.05 -1.24 4.65
C -0.13 -1.88 4.25
H -3.61 -4.52 2.51
H -4.58 -4.01 3.98
H -4.24 -2.85 2.67
H -3.46 -1.39 3.97
H -2.38 0.17 5.73
H -0.27 1.33 6.46
H 3.19 0.19 5.50
H 2.29 1.72 5.46
H 2.29 0.79 6.92
H 2.03 -1.68 4.41
H -0.09 -2.77 3.62
C -2.75 -6.09 10.01
C -3.15 -6.67 8.67
N -2.80 -5.74 7.52
C -1.28 -5.70 7.45
C -0.77 -4.83 6.33
C -3.31 -6.36 6.23
C -4.81 -6.54 6.21
B -3.42 -4.33 7.75
H -3.11 -2.22 5.51
H -3.21 -6.70 10.79
H -1.67 -6.14 10.18
H -3.09 -5.06 10.16
H -2.64 -7.63 8.48
H -4.22 -6.87 8.62
H -0.93 -5.34 8.42
H -0.94 -6.74 7.34
H 0.32 -4.81 6.38
H -1.00 -5.21 5.33
H -1.11 -3.79 6.41
H -2.97 -5.71 5.42
H -2.79 -7.31 6.12
H -5.08 -6.90 5.21
H -5.16 -7.34 6.88
H -5.36 -5.62 6.37
H -4.52 -4.16 7.34
H -2.59 -3.50 7.95

No. 6
ORCA calculation (ωB97M-V/def2-TZVPD) on a molecular structure, C15H29CaO9S2 in a non-equilibrium geometry.

Results
Highest occupied orbital energy, eV: -4.1
Orbital gap, eV: 6.3852
Net charge: -1
Energy, a.u.: -2740.3114
LUMO, eV: 2.312

Geometry (Å):
Ca -0.85 1.45 -0.06
C -4.87 3.18 -0.18
C -3.54 2.45 0.01
O -3.02 2.41 1.14
O -2.97 2.00 -1.03
H -5.07 3.31 -1.24
H -4.78 4.16 0.28
H -5.69 2.64 0.29
C 1.64 4.93 -0.06
C 0.88 3.62 -0.11
O 0.68 2.97 0.94
O 0.40 3.28 -1.23
H 1.15 5.63 -0.74
H 2.63 4.80 -0.49
H 1.72 5.38 0.93
C 0.98 -0.50 3.21
C -0.06 -0.96 2.19
C -0.68 -2.30 2.66
O -1.01 -0.01 1.95
H 1.91 -1.09 3.11
H 0.62 -0.53 4.24
H 1.24 0.55 3.04
H 0.51 -1.21 1.25
H -1.03 -2.21 3.70
H 0.07 -3.10 2.64
H -1.56 -2.59 2.09
C 4.56 0.09 -0.21
C 4.59 1.28 -1.17
C 3.28 1.32 -1.96
S 2.25 -0.05 -1.32
O 2.45 -1.29 -2.04
O 0.93 0.49 -1.10
C 3.12 -0.16 0.25
H 5.24 0.16 0.64
H 4.86 -0.77 -0.82
H 5.50 1.35 -1.76
H 4.65 2.19 -0.56
H 3.31 1.22 -3.04
H 2.66 2.17 -1.66
H 2.98 -1.10 0.76
H 2.73 0.68 0.84
C -3.09 -3.95 -0.65
C -1.65 -4.28 -1.10
C -0.85 -2.99 -1.33
S -2.07 -1.71 -1.67
O -2.44 -1.78 -3.06
O -1.62 -0.49 -1.06
C -3.25 -2.43 -0.52
H -3.30 -4.32 0.35
H -3.86 -4.43 -1.26
H -1.64 -4.84 -2.03
H -1.16 -4.87 -0.32
H -0.08 -3.08 -2.09
H -0.32 -2.67 -0.43
H -4.23 -1.98 -0.63
H -2.83 -2.02 0.40

Repeat the third record exactly.
ORCA calculation (ωB97M-V/def2-TZVPD) on a molecular structure, C15H28N6O8P2STi in a non-equilibrium geometry.

Results
Multiplicity: 2
Highest occupied orbital energy (alpha / beta), eV: -9.1 / -11.2
Orbital gap (alpha / beta), eV: 5.3741 / 7.4152
Net charge: +1
Energy, a.u.: -3449.3306
LUMO (alpha / beta), eV: -3.756 / -3.758

Geometry (Å):
Ti 0.92 0.91 -0.31
O 4.39 1.34 -1.13
P 3.37 0.38 -1.97
O 4.04 -0.61 -2.79
O 2.31 -0.04 -0.96
O 2.65 1.53 -2.90
P 1.57 2.55 -2.31
O 2.17 2.78 -0.75
O 1.50 3.84 -2.99
O 0.30 1.77 -2.04
H 5.29 1.11 -1.37
H 3.14 2.79 -0.77
C 1.08 5.44 1.08
N 0.52 4.11 1.18
C -0.15 3.48 0.20
N -0.57 4.20 -0.87
O -0.50 2.29 0.37
H 1.77 5.60 1.90
H 0.29 6.19 1.13
H 1.63 5.56 0.14
H 0.80 3.52 1.96
H -0.03 5.01 -1.13
H -0.84 3.64 -1.67
C 1.58 0.85 1.67
H 0.90 1.24 2.45
H 2.52 1.41 1.76
H 1.82 -0.19 1.94
S -1.11 -5.10 -0.22
C -0.83 -3.35 -0.27
C -0.39 -2.72 -1.44
C -0.10 -1.38 -1.42
N -0.19 -0.61 -0.28
C -0.74 -1.22 0.81
C -1.07 -2.55 0.86
C 0.50 -5.56 0.48
C 0.71 -5.51 1.84
C 1.96 -5.88 2.32
N 2.94 -6.27 1.54
C 2.74 -6.32 0.24
C 1.53 -5.97 -0.36
H -0.29 -3.29 -2.35
H 0.23 -0.87 -2.32
H -0.88 -0.58 1.68
H -1.50 -2.98 1.75
H -0.08 -5.21 2.52
H 2.17 -5.87 3.38
H 3.57 -6.65 -0.36
H 1.40 -6.02 -1.42
N -5.34 1.06 1.31
C -4.61 0.55 0.11
C -3.32 1.35 -0.14
N -2.68 0.78 -1.30
H -6.23 0.57 1.45
H -5.52 2.07 1.19
H -4.75 0.94 2.14
H -5.26 0.63 -0.77
H -4.36 -0.50 0.24
H -2.63 1.23 0.70
H -3.57 2.42 -0.24
H -1.68 0.98 -1.32
H -3.08 1.11 -2.17

Which formula does entry 2 have?
C15H28N2O2